*a*
# C24H34Cl49NO

A cluster of 17 separate species, C24H34Cl49NO in total (the ωB97M-V functional and the def2-TZVPD basis, the Open Molecules 2025 dataset).

The LUMO energy is 0.129 eV. Its HOMO-LUMO gap is 8.7 eV. For the HOMO energy, the calculation gives -0.3151 Ha. Its net charge is 0.

Structure (XYZ):
```
109
C24H34Cl49NO, DFT the ωB97M-V functional and the def2-TZVPD basis
C 0.86 5.13 -1.79
C 0.22 3.73 -2.09
C 1.33 2.64 -2.33
C -0.69 3.26 -0.89
C -1.86 2.34 -1.31
C -3.31 2.94 -1.17
C -4.06 3.03 -2.52
N -3.31 3.52 -3.66
O -3.40 4.06 -0.28
C -3.65 5.30 -0.83
Cl -2.28 5.98 -1.84
H 0.51 5.81 -2.58
H 1.96 5.10 -1.82
H 0.50 5.55 -0.84
H -0.41 3.78 -2.99
H 1.21 1.77 -1.67
H 2.32 3.08 -2.11
H 1.27 2.31 -3.37
H -0.95 4.15 -0.30
H -0.02 2.66 -0.25
H -1.72 2.09 -2.38
H -1.77 1.38 -0.77
H -3.85 2.13 -0.63
H -4.38 1.99 -2.75
H -5.01 3.60 -2.46
H -2.35 3.73 -3.48
H -3.78 4.25 -4.17
H -4.61 5.39 -1.35
H -3.71 5.99 0.01
C 4.97 0.66 -2.33
Cl 3.51 0.03 -1.56
Cl 4.73 0.81 -4.08
Cl 5.43 2.22 -1.63
H 5.78 -0.04 -2.16
C -1.29 0.08 2.59
Cl -1.43 -1.50 3.37
Cl 0.10 0.12 1.49
Cl -2.77 0.48 1.72
H -1.14 0.83 3.36
C -5.90 4.04 -6.97
Cl -5.33 5.28 -5.86
Cl -5.18 4.27 -8.57
Cl -5.53 2.43 -6.36
H -6.98 4.13 -7.06
C 0.72 -2.22 7.17
Cl -0.10 -2.46 8.72
Cl 0.29 -3.51 6.04
Cl 0.34 -0.63 6.50
H 1.79 -2.27 7.34
C 3.20 -4.87 9.09
Cl 1.76 -5.52 9.89
Cl 2.94 -4.70 7.36
Cl 3.67 -3.32 9.81
H 4.01 -5.58 9.25
C -8.19 2.71 -0.87
Cl -7.55 2.83 -2.51
Cl -7.02 3.34 0.29
Cl -9.73 3.55 -0.74
H -8.36 1.66 -0.66
C 3.36 -2.63 3.29
Cl 3.32 -4.37 3.53
Cl 1.74 -1.94 3.37
Cl 4.42 -1.85 4.48
H 3.76 -2.43 2.30
C -0.16 -9.15 11.41
Cl 0.44 -7.91 12.51
Cl 0.45 -8.89 9.77
Cl 0.27 -10.76 11.99
H -1.24 -9.08 11.38
C 6.56 3.08 2.34
Cl 6.46 1.50 3.12
Cl 7.92 3.13 1.22
Cl 5.05 3.45 1.50
H 6.71 3.83 3.10
C 1.17 -6.69 0.95
Cl 0.53 -5.23 1.70
Cl 0.21 -7.15 -0.46
Cl 2.87 -6.47 0.50
H 1.12 -7.50 1.68
C -1.21 -6.69 -4.35
Cl -1.82 -7.44 -2.87
Cl 0.48 -7.12 -4.62
Cl -2.20 -7.15 -5.74
H -1.27 -5.61 -4.24
C -4.80 -1.22 -8.78
Cl -6.00 -1.45 -7.50
Cl -4.78 0.46 -9.31
Cl -3.20 -1.72 -8.23
H -5.08 -1.84 -9.62
C 1.27 3.10 5.90
Cl -0.08 2.03 5.52
Cl 2.71 2.63 4.99
Cl 0.85 4.78 5.58
H 1.49 3.00 6.96
C 4.54 0.02 -7.97
Cl 5.15 -1.35 -7.03
Cl 4.60 1.51 -7.02
Cl 5.46 0.20 -9.47
H 3.51 -0.18 -8.23
C -1.87 5.36 -7.50
Cl -1.37 3.97 -6.53
Cl -1.84 6.84 -6.54
Cl -0.84 5.52 -8.93
H -2.88 5.18 -7.84
C 6.58 -7.01 6.76
Cl 5.76 -5.73 5.87
Cl 5.72 -7.44 8.25
Cl 6.79 -8.44 5.75
H 7.57 -6.65 7.04
```

=====

*b*
# C24H34Cl49NO

A cluster of 17 separate species, C24H34Cl49NO in total (the ωB97M-V functional and the def2-TZVPD basis, the Open Molecules 2025 dataset).

The LUMO energy is 0.123 eV. Its HOMO-LUMO gap is 8.8 eV. For the HOMO energy, the calculation gives -0.3178 Ha. Its net charge is 0.

Structure (XYZ):
```
109
C24H34Cl49NO, DFT the ωB97M-V functional and the def2-TZVPD basis
C -3.83 -2.35 -3.06
C -2.39 -2.39 -2.51
C -1.50 -1.28 -3.15
C -2.37 -2.22 -0.96
C -1.17 -2.91 -0.28
C -1.45 -4.12 0.65
C -0.77 -5.41 0.18
N -0.85 -5.70 -1.25
O -2.82 -4.23 1.09
C -3.62 -5.25 0.64
Cl -4.10 -5.15 -1.11
H -4.05 -3.29 -3.57
H -3.98 -1.55 -3.79
H -4.57 -2.26 -2.26
H -1.93 -3.35 -2.75
H -1.00 -0.67 -2.39
H -2.11 -0.61 -3.75
H -0.73 -1.74 -3.77
H -3.34 -2.51 -0.56
H -2.28 -1.15 -0.78
H -0.49 -3.25 -1.06
H -0.62 -2.15 0.28
H -0.91 -3.87 1.57
H 0.28 -5.29 0.45
H -1.11 -6.28 0.73
H -1.32 -5.01 -1.80
H -1.18 -6.63 -1.45
H -3.22 -6.24 0.84
H -4.56 -5.16 1.17
C -0.31 2.17 -5.06
Cl 0.14 1.81 -3.39
Cl 0.38 0.97 -6.16
Cl -2.06 2.25 -5.24
H 0.10 3.14 -5.32
C -1.31 0.18 3.03
Cl -0.23 1.26 3.93
Cl -1.11 0.32 1.29
Cl -1.06 -1.49 3.55
H -2.33 0.44 3.27
C 0.61 -9.64 -1.96
Cl -1.09 -9.15 -1.84
Cl 1.01 -10.09 -3.62
Cl 1.67 -8.35 -1.39
H 0.76 -10.50 -1.33
C -1.42 5.42 5.16
Cl -1.81 5.86 6.82
Cl 0.26 4.89 5.01
Cl -2.52 4.17 4.56
H -1.55 6.30 4.54
C -0.08 9.45 5.27
Cl 0.32 9.19 6.96
Cl 0.52 8.12 4.27
Cl -1.82 9.64 5.05
H 0.40 10.36 4.94
C -0.44 -7.27 4.20
Cl 0.07 -7.80 2.60
Cl -1.73 -6.07 4.06
Cl -0.96 -8.64 5.18
H 0.40 -6.81 4.69
C 0.24 5.19 0.82
Cl 1.72 5.92 1.47
Cl -0.21 3.78 1.77
Cl -1.07 6.37 0.78
H 0.44 4.87 -0.19
C 3.20 10.17 10.14
Cl 1.55 10.80 10.17
Cl 3.58 9.48 8.57
Cl 4.36 11.43 10.58
H 3.27 9.38 10.88
C -4.78 4.92 -3.37
Cl -3.71 5.89 -2.35
Cl -4.52 5.29 -5.08
Cl -4.55 3.20 -3.05
H -5.81 5.18 -3.13
C 5.07 3.47 1.61
Cl 3.48 2.97 2.20
Cl 6.10 2.06 1.36
Cl 4.92 4.41 0.13
H 5.53 4.10 2.37
C 7.31 -1.48 -0.60
Cl 7.48 -0.86 1.04
Cl 7.67 -0.23 -1.79
Cl 8.33 -2.90 -0.85
H 6.28 -1.79 -0.74
C 5.82 -7.56 -2.75
Cl 5.64 -7.65 -0.99
Cl 4.60 -8.56 -3.54
Cl 5.72 -5.89 -3.31
H 6.79 -7.95 -3.01
C -5.74 3.00 2.42
Cl -4.53 2.19 3.44
Cl -4.99 3.65 0.96
Cl -7.06 1.91 2.03
H -6.14 3.83 2.99
C 2.91 -1.10 -8.65
Cl 3.61 0.41 -8.07
Cl 1.16 -1.13 -8.38
Cl 3.28 -1.36 -10.35
H 3.34 -1.91 -8.08
C -1.15 -7.48 -5.28
Cl -0.42 -6.03 -4.59
Cl -2.86 -7.58 -4.89
Cl -0.90 -7.54 -7.03
H -0.65 -8.34 -4.85
C 2.52 11.14 1.69
Cl 1.80 9.56 1.43
Cl 2.40 11.63 3.38
Cl 4.21 11.17 1.16
H 1.98 11.86 1.09
```

=====

*b* is favored, and the nearest alternative lies 0.0228 hartree above it.

=====

*a*
# C4H9NO

The ion C4H9NO with charge -1 (the ωB97M-V functional and the def2-TZVPD basis, the Open Molecules 2025 dataset).

The LUMO energy (spin up / spin down) is 4.474 / 4.432 eV. Its HOMO-LUMO gap (spin up / spin down) is 5.2 / 7.8 eV. For the HOMO energy (spin up / spin down), the calculation gives -0.0261 / -0.1230 Ha. As for the spin multiplicity: 2. Its net charge is -1.

Structure (XYZ):
```
15
C4H9NO, DFT the ωB97M-V functional and the def2-TZVPD basis
C -0.98 -1.35 1.81
C -0.08 -0.74 0.72
N -0.75 0.51 0.17
C 0.14 1.39 -0.52
C 0.88 0.77 -1.71
O 1.14 -1.14 0.62
H -1.99 -1.20 1.42
H -0.70 -2.38 1.96
H -0.82 -0.77 2.72
H -0.69 -0.79 -0.37
H 0.94 1.80 0.13
H -0.38 2.31 -0.88
H 0.37 -0.04 -2.26
H 1.71 0.19 -1.31
H 1.20 1.43 -2.51
```

=====

*b*
# C4H9NO

A cluster of 2 separate species, C4H9NO in total (the ωB97M-V functional and the def2-TZVPD basis, the Open Molecules 2025 dataset).

The LUMO energy (spin up / spin down) is 4.239 / 4.211 eV. Its HOMO-LUMO gap (spin up / spin down) is 4.0 / 7.8 eV. For the HOMO energy (spin up / spin down), the calculation gives 0.0074 / -0.1332 Ha. As for the spin multiplicity: 2. Its net charge is -1.

Structure (XYZ):
```
15
C4H9NO, DFT the ωB97M-V functional and the def2-TZVPD basis
C -1.61 -1.90 1.23
C -1.17 -0.76 -0.80
N -1.44 -0.68 0.51
H -1.88 -1.64 2.26
H -2.44 -2.49 0.80
H -0.70 -2.53 1.25
H -1.19 0.08 -1.48
H -1.00 -1.70 -1.35
C 1.66 1.34 -1.47
C 1.63 1.59 -0.13
O 1.02 0.76 0.72
H 1.62 2.19 -2.14
H 1.96 0.34 -1.74
H 1.93 2.55 0.29
H 0.22 0.28 0.36
```

=====

*a* is favored, and the nearest alternative lies 0.0172 hartree above it.